Entry 1:
{"formula": "C3H5N3O", "method": "ωB97M-V/def2-TZVPD", "symbols": ["O", "N", "N", "N", "C", "C", "C", "H", "H", "H", "H", "H"], "xyz": [[-2.15, 1.07, 0.21], [0.54, 0.65, -0.74], [0.60, -1.16, 0.61], [1.80, 0.40, -0.33], [-1.71, -0.25, 0.01], [-0.16, -0.30, -0.13], [1.85, -0.66, 0.48], [-2.25, -0.72, -0.84], [-2.02, -0.80, 0.91], [2.55, 1.04, -0.54], [-1.90, 1.57, -0.57], [2.85, -0.85, 0.91]], "orbital_gap_ev": 10.86, "relative_energy_kcal_mol": 34.4, "smiles": "OCc1nc[nH]n1", "lumo_ev": 0.8200}



Entry 2:
{"formula": "C23H19N4O2PtS", "method": "ωB97M-V/def2-TZVPD", "symbols": ["Pt", "S", "O", "O", "N", "N", "N", "N", "C", "C", "C", "C", "C", "C", "C", "C", "C", "C", "C", "C", "C", "C", "C", "C", "C", "C", "C", "C", "C", "C", "C", "H", "H", "H", "H", "H", "H", "H", "H", "H", "H", "H", "H", "H", "H", "H", "H", "H", "H", "H"], "xyz": [[-0.51, 0.23, -1.45], [-2.94, -2.08, -1.86], [-3.83, -2.67, -0.88], [0.76, -0.48, 1.13], [0.75, 1.72, -1.63], [0.93, -0.72, -2.51], [-1.88, -1.19, -1.38], [-1.52, 1.65, -0.39], [-0.88, 2.85, -0.36], [-2.48, -2.82, 2.37], [-0.27, -1.90, 2.71], [1.76, 1.54, -2.48], [2.11, -0.95, 3.02], [1.01, 4.05, -1.63], [2.47, 2.64, -2.93], [1.95, 0.11, -2.87], [0.34, 2.92, -1.20], [-1.29, -3.28, 4.41], [-0.22, -2.52, 3.96], [2.15, -2.57, -3.34], [3.18, -1.74, -3.73], [-2.42, -3.43, 3.62], [-1.41, -2.06, 1.92], [2.09, 3.90, -2.49], [3.08, -0.38, -3.48], [-2.50, 3.68, 1.18], [-3.13, 2.46, 1.15], [-2.61, 1.45, 0.35], [1.03, -2.03, -2.73], [0.85, -1.07, 2.19], [-1.35, 3.88, 0.42], [0.20, -2.62, -2.40], [-2.87, 4.48, 1.81], [2.61, 4.77, -2.85], [0.65, -2.41, 4.59], [-3.25, -4.02, 3.97], [2.82, -0.32, 2.49], [1.89, -0.51, 3.99], [0.69, 5.04, -1.31], [4.06, -2.14, -4.22], [-3.35, -2.94, 1.73], [-3.05, 0.47, 0.28], [-1.45, -1.59, 0.95], [-4.02, 2.27, 1.73], [2.20, -3.64, -3.51], [2.55, -1.93, 3.19], [3.88, 0.30, -3.74], [-1.24, -3.75, 5.38], [-0.82, 4.82, 0.45], [3.29, 2.52, -3.63]], "orbital_gap_ev": 6.95, "relative_energy_kcal_mol": 11.1, "lumo_ev": -4.0267, "charge": 1}



Entry 3:
{"formula": "C17H18BN7O2S2V", "method": "ωB97M-V/def2-TZVPD", "symbols": ["V", "S", "S", "O", "O", "N", "N", "N", "N", "N", "N", "N", "C", "C", "C", "C", "C", "C", "C", "C", "C", "C", "C", "C", "C", "C", "C", "C", "C", "B", "H", "H", "H", "H", "H", "H", "H", "H", "H", "H", "H", "H", "H", "H", "H", "H", "H", "H"], "xyz": [[-0.54, 1.10, 0.91], [2.45, -0.64, 0.32], [0.40, 2.09, 2.72], [2.50, -0.29, -1.08], [2.25, -2.02, 0.71], [-3.12, 0.46, -0.94], [-2.14, -1.46, 0.22], [-1.16, -0.76, 0.92], [1.19, 0.32, 1.07], [-0.56, -1.20, -2.56], [-1.84, -1.64, -2.39], [-2.34, 1.35, -0.24], [-2.59, -2.47, 0.99], [5.18, 2.13, 2.66], [-0.92, -1.47, 2.07], [-2.06, -2.64, -3.30], [1.63, 1.13, 2.06], [3.66, 0.23, 1.30], [0.06, -1.98, -3.44], [5.04, 0.25, 1.12], [3.05, 1.14, 2.18], [3.80, 2.11, 2.84], [-4.28, 2.35, -0.73], [-0.87, -2.88, -3.99], [0.04, 1.59, -0.93], [-2.99, 2.54, -0.22], [-1.82, -2.53, 2.16], [5.80, 1.19, 1.83], [-4.33, 1.02, -1.15], [-2.73, -1.05, -1.16], [5.50, -0.47, 0.44], [-0.66, -3.59, -4.76], [-2.49, 3.42, 0.16], [1.12, -1.87, -3.62], [-0.09, -1.20, 2.73], [1.05, 1.59, -1.35], [-3.79, -1.64, -1.31], [-5.05, 3.09, -0.80], [5.79, 2.88, 3.18], [-0.24, 0.52, -0.90], [-0.65, 2.09, -1.62], [0.06, 2.20, 0.08], [-1.89, -3.26, 2.96], [-3.42, -3.09, 0.65], [-5.13, 0.43, -1.57], [-3.02, -3.11, -3.41], [3.27, 2.83, 3.47], [6.88, 1.20, 1.72]], "multiplicity": 2, "orbital_gap_ev": [4.71, 4.65], "lumo_ev": [-17.0939, -17.0946], "charge": 4}



Entry 4:
{"formula": "C12H30Br6O8P2", "method": "ωB97M-V/def2-TZVPD", "symbols": ["Br", "Br", "Br", "Br", "Br", "Br", "P", "P", "O", "O", "O", "O", "O", "O", "O", "O", "C", "C", "C", "C", "C", "C", "C", "C", "C", "C", "C", "C", "H", "H", "H", "H", "H", "H", "H", "H", "H", "H", "H", "H", "H", "H", "H", "H", "H", "H", "H", "H", "H", "H", "H", "H", "H", "H", "H", "H", "H", "H"], "xyz": [[-0.99, 8.34, -0.12], [-2.69, 1.04, 2.22], [-0.33, -1.04, -2.05], [-2.98, -0.02, -4.48], [1.62, -0.41, 1.61], [0.29, 4.45, 1.98], [3.60, 3.78, -0.79], [-2.38, -4.99, 0.12], [4.37, 2.55, -0.16], [3.85, 5.02, 0.15], [-1.09, -4.99, 1.00], [2.08, 3.52, -0.52], [-3.11, -6.33, 0.55], [-3.23, -3.81, 0.19], [-1.85, -5.27, -1.34], [3.95, 3.94, -2.20], [0.23, 5.95, 0.74], [-0.07, 0.51, 1.38], [1.44, 2.48, -1.29], [-2.11, -1.82, -2.43], [-0.86, -6.28, -1.62], [-2.38, -1.76, -3.92], [5.01, 5.17, 0.98], [-0.61, 7.05, 1.30], [-1.15, -4.47, 2.34], [-1.15, -0.14, 2.20], [4.05, 2.06, 1.14], [-4.05, -6.96, -0.32], [4.71, 5.05, 2.02], [-2.02, -2.83, -2.07], [1.02, 2.93, -2.19], [-2.79, -1.22, -1.84], [-1.54, -2.09, -4.52], [-0.24, 5.51, -0.14], [-1.44, -5.27, 3.02], [4.44, 2.71, 1.93], [-4.84, -6.28, -0.62], [-3.19, -2.46, -4.12], [-3.54, -7.31, -1.23], [-0.32, 0.39, 0.33], [-0.19, -4.01, 2.55], [0.59, 2.17, -0.69], [1.25, 6.26, 0.53], [5.39, 6.17, 0.80], [2.14, 1.68, -1.53], [-0.73, -6.93, -0.75], [-1.41, -1.12, 1.81], [5.78, 4.46, 0.71], [0.03, 1.57, 1.59], [-0.09, 7.62, 2.06], [4.46, 1.06, 1.25], [0.06, -5.80, -1.91], [-1.85, -3.63, 2.36], [-4.40, -7.86, 0.17], [2.97, 2.03, 1.28], [-1.56, 6.74, 1.70], [-0.88, -0.23, 3.25], [-1.27, -6.92, -2.41]], "orbital_gap_ev": 10.48, "relative_energy_kcal_mol": 0.2, "smiles": "COP(=O)(OC)OC.COP(=O)(OC)OC.BrCCBr.BrCCBr.BrCCBr", "lumo_ev": 0.3974}



| no. | E_tot (eV) |
| --- | --- |
| 1 | -9709.0923 |
| 2 | -48292.0946 |
| 3 | -80430.0670 |
| 4 | -468148.2206 |